Record 1
{"formula": "C33H33MnN7O3S4Se", "method": "ωB97M-V/def2-TZVPD", "species": ["Mn", "C", "O", "C", "C", "C", "C", "C", "C", "O", "C", "O", "C", "H", "H", "H", "H", "H", "H", "H", "H", "H", "S", "C", "N", "N", "C", "C", "C", "C", "C", "C", "N", "N", "C", "C", "C", "C", "C", "C", "H", "H", "H", "H", "H", "H", "H", "H", "H", "H", "H", "S", "C", "N", "C", "C", "S", "H", "H", "H", "H", "H", "C", "N", "C", "Se", "N", "C", "C", "C", "C", "C", "C", "H", "H", "H", "H", "H", "H", "H", "H", "S"], "coordinates": [[-0.05, 0.34, 0.25], [-7.56, -0.27, 1.81], [-6.42, -0.27, 0.96], [-5.19, -0.29, 1.57], [-5.04, -0.09, 2.95], [-3.74, 0.05, 3.40], [-2.65, 0.11, 2.57], [-1.31, 0.42, 3.18], [-1.14, 0.52, 4.66], [-0.40, 0.82, 2.40], [-2.84, -0.18, 1.16], [-1.86, -0.32, 0.29], [-4.15, -0.38, 0.69], [-8.45, -0.55, 1.21], [-7.68, 0.66, 2.35], [-7.48, -1.11, 2.60], [-5.87, 0.17, 3.58], [-3.58, 0.08, 4.49], [-1.36, -0.41, 5.20], [-1.83, 1.29, 5.08], [-0.10, 0.83, 4.87], [-4.39, -0.65, -0.35], [0.20, 2.88, -0.08], [0.86, 2.64, -1.72], [1.45, 3.64, -2.36], [1.20, 4.88, -1.90], [2.09, 5.91, -2.15], [2.17, 6.99, -1.26], [3.23, 7.85, -1.35], [4.19, 7.76, -2.35], [4.10, 6.73, -3.29], [3.04, 5.83, -3.24], [0.88, 1.46, -2.36], [0.25, 0.43, -1.84], [0.34, -0.75, -2.59], [1.13, -0.80, -3.71], [1.03, -1.83, -4.64], [0.11, -2.86, -4.42], [-0.60, -2.90, -3.21], [-0.48, -1.85, -2.31], [0.30, 5.08, -1.41], [1.46, 7.07, -0.44], [3.42, 8.58, -0.56], [4.96, 8.49, -2.35], [4.90, 6.57, -4.00], [2.88, 5.03, -3.92], [1.81, 0.00, -3.87], [1.71, -1.83, -5.50], [-0.09, -3.58, -5.22], [-1.27, -3.75, -3.02], [-1.09, -1.90, -1.40], [3.05, 0.10, 2.26], [3.78, 1.69, 2.20], [3.19, 2.65, 1.39], [3.59, 4.01, 1.80], [5.00, 3.85, 2.38], [4.97, 2.29, 3.28], [2.30, 2.46, 0.89], [2.90, 4.41, 2.59], [3.53, 4.68, 0.92], [5.39, 4.64, 2.98], [5.70, 3.64, 1.50], [-2.43, -5.03, 1.37], [-1.09, -4.98, 0.73], [-0.15, -4.04, 1.04], [-0.33, -2.61, 2.16], [0.96, -4.37, 0.31], [0.78, -5.62, -0.35], [1.54, -6.34, -1.23], [1.02, -7.53, -1.74], [-0.31, -7.90, -1.43], [-1.12, -7.10, -0.62], [-0.56, -5.98, -0.07], [-2.56, -4.05, 1.80], [-2.54, -5.83, 2.15], [-3.21, -5.29, 0.64], [1.75, -3.77, 0.20], [2.56, -6.01, -1.48], [1.65, -8.18, -2.31], [-0.66, -8.87, -1.77], [-2.16, -7.35, -0.40], [2.37, -0.09, 0.36]], "lowdin_charge": [0.391, -0.139, -0.121, -0.324, -0.081, -0.092, -0.124, -0.487, -0.072, -0.190, -0.332, -0.245, 0.034, 0.081, 0.072, 0.103, 0.074, 0.089, 0.061, 0.072, 0.077, 0.128, 0.518, -0.800, -0.048, -0.096, -0.251, -0.077, -0.159, -0.167, -0.126, -0.033, -0.066, -0.146, -0.297, -0.063, -0.118, -0.161, -0.124, -0.040, 0.096, 0.103, 0.089, 0.062, 0.084, 0.076, 0.079, 0.089, 0.072, 0.087, 0.089, 0.412, -0.965, -0.053, -0.216, -0.446, 0.904, -0.010, 0.131, 0.121, 0.060, 0.101, -0.032, -0.075, -0.742, 0.748, 0.123, -0.155, -0.031, -0.097, -0.102, -0.033, -0.172, 0.032, 0.100, 0.086, 0.143, 0.117, 0.083, 0.091, 0.106, 0.125], "relative_energy_kj_mol": 0.0, "fmax_ev_per_a": 3.90, "total_energy_ev": -191334.81541, "multiplicity": 6, "total_charge": -2, "orbital_gap_ev": [2.24, 2.89]}

***

Record 2
{"formula": "C33H33N6O4SSe2W", "method": "ωB97M-V/def2-TZVPD", "species": ["W", "Se", "Se", "C", "C", "C", "C", "C", "N", "C", "C", "C", "C", "C", "N", "H", "H", "H", "H", "H", "H", "H", "H", "O", "C", "C", "O", "O", "C", "C", "C", "C", "C", "C", "C", "C", "C", "C", "C", "C", "H", "H", "H", "H", "H", "H", "H", "H", "H", "H", "H", "C", "C", "C", "C", "C", "C", "N", "H", "H", "H", "H", "H", "H", "H", "H", "C", "N", "C", "N", "O", "H", "H", "H", "H", "H", "H", "S", "C", "N"], "coordinates": [[-0.19, -0.75, 0.42], [-2.91, -0.64, 1.44], [-1.48, -3.19, 0.50], [-2.09, -2.44, -1.14], [-2.90, -3.08, -2.05], [-3.21, -2.43, -3.23], [-2.65, -1.17, -3.46], [-1.88, -0.58, -2.48], [-1.63, -1.17, -1.29], [-1.83, -0.92, 2.95], [-2.32, -1.01, 4.24], [-1.43, -1.22, 5.28], [-0.08, -1.35, 4.96], [0.33, -1.28, 3.66], [-0.51, -1.05, 2.61], [-3.26, -4.08, -1.83], [-3.85, -2.89, -3.96], [-2.82, -0.65, -4.38], [-1.47, 0.41, -2.64], [-3.38, -0.92, 4.40], [-1.77, -1.30, 6.30], [0.66, -1.53, 5.72], [1.37, -1.42, 3.42], [2.46, 0.70, -1.32], [1.81, 1.74, -2.04], [0.37, 1.77, -1.49], [-0.42, 2.62, -1.78], [0.01, 0.74, -0.69], [2.57, 3.05, -1.86], [2.12, 4.08, -1.05], [2.89, 5.22, -0.88], [4.10, 5.35, -1.54], [4.54, 4.33, -2.37], [3.79, 3.18, -2.52], [1.66, 1.41, -3.52], [2.02, 0.16, -4.01], [1.86, -0.14, -5.36], [1.34, 0.82, -6.22], [0.98, 2.07, -5.73], [1.14, 2.36, -4.39], [3.38, 0.69, -1.59], [1.16, 4.01, -0.56], [2.54, 6.02, -0.24], [4.70, 6.25, -1.41], [5.47, 4.43, -2.92], [4.14, 2.39, -3.17], [2.42, -0.58, -3.34], [2.15, -1.11, -5.73], [1.21, 0.59, -7.27], [0.60, 2.82, -6.41], [0.86, 3.33, -4.00], [1.80, 1.86, 1.87], [2.44, 0.52, 1.73], [3.73, 0.17, 2.06], [3.83, -1.23, 1.91], [2.61, -1.69, 1.48], [2.19, -3.12, 1.35], [1.73, -0.62, 1.35], [2.57, 2.63, 1.89], [1.25, 1.90, 2.82], [1.11, 2.05, 1.06], [4.49, 0.85, 2.38], [4.69, -1.83, 2.13], [2.79, -3.73, 2.02], [2.34, -3.51, 0.34], [1.14, -3.27, 1.62], [-3.16, 2.11, -0.54], [-2.59, 2.97, 0.47], [-1.63, 2.62, 1.34], [-1.19, 3.60, 2.17], [-1.13, 1.48, 1.40], [-4.04, 1.59, -0.17], [-2.41, 1.40, -0.85], [-3.44, 2.71, -1.41], [-2.93, 3.92, 0.51], [-1.66, 4.48, 2.22], [-0.54, 3.37, 2.90], [1.21, -3.61, -3.01], [0.99, -2.62, -1.82], [0.81, -1.90, -0.89]], "lowdin_charge": [1.740, 0.876, 0.785, -0.714, -0.073, -0.021, -0.028, -0.092, -0.167, -0.688, -0.080, -0.015, -0.031, -0.079, -0.147, 0.118, 0.121, 0.118, 0.112, 0.116, 0.122, 0.119, 0.112, 0.012, -0.326, -0.436, 0.152, -0.244, -0.141, -0.023, -0.064, -0.073, -0.060, -0.019, -0.159, -0.025, -0.066, -0.076, -0.060, -0.018, 0.125, 0.105, 0.107, 0.108, 0.110, 0.127, 0.096, 0.106, 0.106, 0.108, 0.126, -0.034, -0.359, -0.043, -0.042, -0.386, -0.063, -0.121, 0.092, 0.074, 0.035, 0.107, 0.109, 0.090, 0.064, 0.015, -0.090, 0.049, -0.587, 0.196, -0.185, 0.064, 0.026, 0.100, 0.144, 0.110, 0.104, 0.768, -0.905, -0.133], "relative_energy_kj_mol": 178.4, "fmax_ev_per_a": 1.53, "total_energy_ev": -195236.07360, "total_charge": 1, "orbital_gap_ev": [4.74, 4.78]}

***

Record 3
{"formula": "C33H34BF3O2S", "method": "ωB97M-V/def2-TZVPD", "species": ["C", "C", "C", "C", "C", "B", "C", "C", "C", "C", "C", "F", "F", "F", "C", "C", "O", "C", "C", "C", "C", "C", "C", "O", "S", "H", "H", "H", "H", "H", "H", "H", "H", "H", "H", "H", "H", "H", "H", "H", "H", "H", "H", "H", "H", "H", "C", "C", "C", "C", "C", "C", "C", "C", "C", "C", "C", "C", "C", "C", "C", "H", "H", "H", "H", "H", "H", "H", "H", "H", "H", "H", "H", "H"], "coordinates": [[0.65, -0.41, -4.59], [-0.20, 0.21, -3.54], [-1.17, -0.47, -2.82], [-1.98, 0.39, -2.04], [-1.63, 1.73, -2.14], [1.60, -1.22, 0.33], [-2.53, 2.83, -1.79], [-3.79, 2.56, -1.20], [-4.63, 3.60, -0.81], [-4.25, 4.91, -1.05], [-5.12, 6.03, -0.57], [-4.47, 7.22, -0.51], [-6.21, 6.22, -1.38], [-5.60, 5.78, 0.69], [-3.07, 5.21, -1.73], [-2.21, 4.18, -2.09], [0.85, -2.28, 0.73], [1.51, -3.46, 0.17], [2.09, -4.22, 1.35], [0.43, -4.31, -0.48], [2.60, -2.86, -0.82], [4.00, -3.43, -0.72], [2.16, -2.85, -2.28], [2.74, -1.49, -0.41], [-0.18, 1.89, -3.13], [0.40, -1.48, -4.67], [0.46, 0.05, -5.57], [1.72, -0.29, -4.35], [-1.31, -1.55, -2.86], [-2.78, 0.04, -1.39], [-4.09, 1.54, -0.98], [-5.58, 3.38, -0.32], [-2.82, 6.23, -1.99], [-1.26, 4.40, -2.57], [2.33, -5.25, 1.07], [2.99, -3.73, 1.74], [1.34, -4.24, 2.17], [0.86, -5.23, -0.90], [-0.30, -4.62, 0.28], [-0.13, -3.79, -1.27], [4.04, -4.41, -1.23], [4.71, -2.74, -1.21], [4.33, -3.54, 0.32], [2.17, -3.87, -2.69], [1.16, -2.41, -2.42], [2.87, -2.26, -2.88], [0.86, 0.35, -0.04], [-0.39, 0.80, 0.66], [-0.66, 2.18, 0.65], [-1.77, 2.71, 1.29], [-2.66, 1.84, 1.94], [-2.38, 0.47, 2.01], [-1.26, -0.05, 1.35], [2.04, 1.09, 0.57], [2.91, 0.45, 1.44], [2.55, -0.32, 2.65], [3.44, -1.24, 3.29], [3.06, -1.88, 4.47], [1.79, -1.70, 5.02], [0.89, -0.86, 4.37], [1.28, -0.17, 3.23], [0.78, 0.41, -1.13], [0.03, 2.85, 0.10], [-1.95, 3.79, 1.25], [-3.57, 2.26, 2.40], [-3.04, -0.19, 2.59], [-1.03, -1.12, 1.43], [2.19, 2.12, 0.27], [4.00, 0.52, 1.29], [4.43, -1.42, 2.86], [3.78, -2.53, 4.98], [1.53, -2.17, 5.97], [-0.12, -0.73, 4.77], [0.58, 0.54, 2.79]], "lowdin_charge": [-0.109, -0.593, -0.119, -0.109, -0.461, -0.620, -0.226, -0.016, -0.006, -0.138, -0.527, 0.112, 0.118, 0.113, -0.004, -0.027, 0.141, -0.425, -0.010, -0.011, -0.442, -0.006, -0.008, 0.121, 1.086, 0.083, 0.081, 0.080, 0.112, 0.112, 0.113, 0.129, 0.122, 0.097, 0.099, 0.075, 0.106, 0.098, 0.097, 0.083, 0.096, 0.104, 0.076, 0.095, 0.074, 0.097, -0.094, -0.241, -0.060, -0.085, -0.096, -0.074, -0.048, -0.029, -0.043, -0.211, -0.033, -0.092, -0.087, -0.062, -0.024, 0.093, 0.120, 0.113, 0.103, 0.103, 0.115, 0.107, 0.129, 0.115, 0.102, 0.101, 0.108, 0.108], "relative_energy_kj_mol": 131.2, "fmax_ev_per_a": 4.33, "total_energy_ev": -58532.80503, "smiles": "CC1(C)OB([C@H](/C=C\\c2ccccc2)c2ccccc2)OC1(C)C.Cc1ccc(-c2ccc(C(F)(F)F)cc2)s1", "total_charge": 0, "orbital_gap_ev": 7.47}